Record 1
{
  "formula": "C5H11NO",
  "method": "ωB97M-V with the def2-TZVPD basis set",
  "total_energy_ha": -326.9306,
  "lumo_energy_ev": 1.05,
  "de_lowest_kj_mol": 527.0,
  "homo_ha": -0.268,
  "symbols": ["C", "C", "C", "N", "C", "C", "O", "H", "H", "H", "H", "H", "H", "H", "H", "H", "H", "H"],
  "xyz": [[-0.0023, -1.8082, -1.9097], [-0.1544, -0.3590, -1.5066], [-1.2287, 0.1949, -0.6470], [-0.0346, -0.0328, -0.0903], [0.8434, 0.0746, 0.8529], [0.4292, 0.4483, 2.2505], [-0.7930, 1.1499, 2.2892], [1.0469, -2.1179, -1.9809], [-0.4566, -1.9457, -2.8970], [-0.5232, -2.4626, -1.2045], [0.3644, 0.3475, -2.1637], [-2.1824, -0.1816, -0.3029], [-0.4185, 2.3093, -0.4723], [1.8815, -0.1209, 0.6016], [0.2095, 2.6123, -0.1762], [0.2807, -0.4406, 2.8779], [1.2505, 1.0211, 2.7129], [-0.7214, 1.8932, 1.6751]],
  "forces_ev_per_angstrom": [[-0.0421, -0.0510, 0.0129], [0.1904, -0.0588, -0.2017], [-0.0845, -0.1798, 0.0832], [0.1079, 0.1132, 0.1380], [-0.1101, -0.0427, -0.0556], [0.2210, -0.2013, 0.0996], [0.0480, 0.1979, -0.0896], [-0.1421, 0.0770, 0.0197], [0.0650, 0.0061, 0.1348], [0.0865, 0.0693, -0.0559], [-0.1008, -0.0702, 0.0549], [0.1053, 0.0368, -0.0266], [0.0727, 0.1071, 0.0498], [-0.1630, -0.0084, 0.0228], [-0.0237, 0.0895, -0.0413], [0.0178, 0.0685, -0.1141], [-0.1605, -0.0718, -0.0979], [-0.0877, -0.0813, 0.0669]],
  "lowdin_charge": [-0.06, -0.29, -0.07, -0.14, -0.07, -0.25, -0.07, 0.07, 0.08, 0.08, 0.12, 0.09, 0.04, 0.12, 0.07, 0.12, 0.11, 0.05]
}



Record 2
{
  "formula": "C5H11NO",
  "method": "ωB97M-V with the def2-TZVPD basis set",
  "total_energy_ha": -327.0727,
  "lumo_energy_ev": 0.99,
  "de_lowest_kj_mol": 154.1,
  "homo_ha": -0.333,
  "smiles": "C[C@H]1[C@@H](C)N[C@@H]1O",
  "symbols": ["C", "C", "C", "C", "N", "C", "O", "H", "H", "H", "H", "H", "H", "H", "H", "H", "H", "H"],
  "xyz": [[0.4578, 1.5411, 0.7548], [0.7424, 0.1040, 0.3317], [-0.4761, -0.8371, 0.1307], [-1.8375, -0.4472, 0.6595], [-0.2912, -0.8196, -1.3382], [1.0099, -0.1382, -1.1926], [2.1240, -0.9403, -1.4694], [-0.0606, 2.0917, -0.0367], [-0.1691, 1.5797, 1.6543], [1.3875, 2.0766, 0.9798], [2.2924, -1.4703, -0.6831], [1.5025, -0.3149, 1.0090], [-0.2429, -1.8491, 0.4885], [-1.8661, -0.5297, 1.7513], [-2.1083, 0.5786, 0.3864], [-2.5972, -1.1232, 0.2539], [-0.9694, -0.2148, -1.7993], [1.1019, 0.7127, -1.8805]],
  "forces_ev_per_angstrom": [[-0.0491, 0.0298, -0.0747], [0.0447, 0.0178, -0.0381], [-0.1212, -0.1370, 0.2512], [-0.0455, 0.0489, -0.0248], [-0.0554, 0.0832, -0.0925], [-0.0367, 0.3152, 0.0234], [0.0613, -0.0953, 0.1514], [-0.0087, -0.0287, 0.0989], [0.1304, -0.0425, -0.1423], [-0.1467, -0.1112, -0.1256], [0.0707, -0.1589, -0.1782], [-0.0225, 0.0509, -0.3004], [-0.0543, 0.1316, 0.0268], [-0.0014, 0.0325, -0.1331], [0.0412, -0.1153, 0.0065], [0.0570, 0.0791, 0.0486], [0.1331, -0.1779, 0.0762], [0.0031, 0.0779, 0.4268]],
  "lowdin_charge": [-0.07, -0.25, -0.36, -0.06, 0.05, -0.37, -0.01, 0.08, 0.08, 0.08, 0.08, 0.13, 0.13, 0.08, 0.07, 0.08, 0.11, 0.15]
}



Record 3
{
  "formula": "C5H11NO",
  "method": "ωB97M-V with the def2-TZVPD basis set",
  "total_energy_ha": -327.0859,
  "lumo_energy_ev": 0.83,
  "de_lowest_kj_mol": 119.2,
  "homo_ha": -0.337,
  "smiles": "C=C(C)NC=O.C",
  "symbols": ["C", "C", "C", "C", "N", "C", "O", "H", "H", "H", "H", "H", "H", "H", "H", "H", "H", "H"],
  "xyz": [[-0.4847, 1.2009, -1.9486], [1.5398, 0.7013, 0.7030], [0.6747, -0.3086, 0.8180], [0.9156, -1.6758, 0.2369], [-0.5484, -0.1232, 1.5343], [-1.7962, -0.3802, 1.0224], [-2.0384, -0.9284, -0.0337], [-0.2829, 0.7516, -2.9226], [-1.5235, 1.0445, -1.6399], [-0.2276, 2.2620, -1.9652], [2.4533, 0.5794, 0.1274], [1.2888, 1.7164, 1.0027], [0.1923, 0.7430, -1.2437], [1.9178, -1.6994, -0.1987], [0.8496, -2.4522, 1.0083], [0.1742, -1.9059, -0.5365], [-0.5113, 0.4953, 2.3330], [-2.5933, -0.0208, 1.7030]],
  "forces_ev_per_angstrom": [[0.1131, 0.1443, -0.1700], [-0.2525, -0.1109, -0.1899], [0.3224, 0.0231, 0.1134], [0.0488, 0.0735, 0.0078], [-0.0573, 0.1066, -0.1798], [0.0222, -0.1673, -0.2045], [0.1597, 0.2115, 0.6151], [-0.2444, 0.1478, -0.0198], [0.3046, 0.0255, -0.1615], [-0.2060, 0.0007, -0.1698], [-0.0742, -0.1008, 0.2833], [0.0426, -0.2368, 0.1861], [-0.1543, -0.1323, 0.0481], [-0.1634, -0.0576, 0.0212], [-0.0414, 0.1612, -0.0979], [0.1269, 0.0806, 0.1701], [-0.0618, -0.0753, -0.1612], [0.1149, -0.0937, -0.0909]],
  "lowdin_charge": [-0.03, 0.03, -0.40, -0.04, 0.07, -0.34, 0.02, 0.02, 0.02, 0.02, 0.07, 0.07, -0.03, 0.08, 0.09, 0.08, 0.13, 0.13]
}



Record 4
{
  "formula": "C5H11NO",
  "method": "ωB97M-V with the def2-TZVPD basis set",
  "total_energy_ha": -327.0903,
  "lumo_energy_ev": 1.02,
  "de_lowest_kj_mol": 107.7,
  "homo_ha": -0.322,
  "smiles": "OC[C@@H]1CCCN1",
  "symbols": ["N", "C", "C", "C", "C", "C", "O", "H", "H", "H", "H", "H", "H", "H", "H", "H", "H", "H"],
  "xyz": [[-0.6884, -0.6021, 0.9669], [0.3271, -0.1038, 1.9027], [1.4624, 0.3720, 1.0114], [0.8378, 0.6101, -0.3793], [-0.6284, 0.1995, -0.2519], [-1.1279, -0.6199, -1.4198], [-1.0009, 0.1074, -2.6340], [-1.6282, -0.5993, 1.3430], [0.5910, -0.9073, 2.5959], [-0.0647, 0.7235, 2.5142], [2.2541, -0.3658, 0.9399], [1.9325, 1.2622, 1.4201], [0.9297, 1.6381, -0.7205], [1.3397, -0.0025, -1.1366], [-1.2634, 1.0985, -0.1879], [-0.5590, -1.5466, -1.4238], [-2.1815, -0.8535, -1.2499], [-0.5319, -0.4103, -3.2905]],
  "forces_ev_per_angstrom": [[0.0517, -0.0991, -0.1957], [-0.7960, -0.0858, 0.2617], [0.2896, 0.0818, -0.1196], [0.1892, -0.0964, -0.0933], [-0.0905, 0.3534, 0.0163], [-0.0387, 0.0036, 0.0489], [-0.0453, 0.1801, -0.0485], [0.1535, -0.0585, 0.1942], [0.1880, 0.1112, -0.0869], [0.1045, 0.0401, -0.0794], [0.0350, -0.2448, 0.0249], [-0.0343, 0.1573, 0.0033], [-0.0040, 0.0594, 0.0650], [-0.0828, 0.0172, 0.1124], [0.1177, 0.0253, 0.0549], [0.0538, -0.1945, -0.1421], [-0.0745, -0.1645, -0.0979], [-0.0170, -0.0858, 0.0820]],
  "lowdin_charge": [-0.03, -0.22, -0.17, -0.13, -0.37, -0.24, -0.06, 0.11, 0.11, 0.11, 0.10, 0.10, 0.11, 0.11, 0.15, 0.12, 0.12, 0.08]
}



Record 5
{
  "formula": "C5H11NO",
  "method": "ωB97M-V with the def2-TZVPD basis set",
  "total_energy_ha": -327.0683,
  "lumo_energy_ev": 0.87,
  "de_lowest_kj_mol": 165.6,
  "homo_ha": -0.352,
  "smiles": "CC[C@@H](C)NC=O",
  "symbols": ["C", "C", "C", "C", "N", "C", "O", "H", "H", "H", "H", "H", "H", "H", "H", "H", "H", "H"],
  "xyz": [[0.5849, 1.1669, -1.8760], [0.5735, 0.8288, -0.3844], [-0.4712, -0.1554, 0.2130], [-0.6798, -1.3938, -0.7024], [0.2545, -0.5485, 1.4125], [-0.4099, -0.2308, 2.5537], [-1.5688, 0.1775, 2.5842], [0.2303, 0.3429, -2.5051], [-0.0238, 2.0476, -2.1043], [1.6120, 1.3909, -2.1832], [1.5735, 0.3699, -0.0724], [0.5631, 1.7438, 0.2154], [-1.4609, 0.2577, 0.8782], [-1.4267, -1.2244, -1.4861], [0.2412, -1.7266, -1.2201], [-1.0124, -2.2455, -0.1018], [1.2812, -0.4121, 1.3004], [0.1395, -0.3888, 3.4783]],
  "forces_ev_per_angstrom": [[-0.0146, -0.0003, 0.0065], [0.4266, 0.0731, 0.1981], [-0.5424, 0.2193, 0.5513], [-0.2227, 0.1600, 0.1835], [0.1870, -0.0833, 0.4142], [-0.1129, 0.0773, 0.4947], [0.6173, -0.4430, 0.4158], [0.0782, 0.0939, 0.1864], [0.0062, -0.1725, 0.0692], [-0.1913, 0.0307, -0.0239], [-0.9165, 0.5216, -1.1131], [-0.1389, 0.0835, -0.1078], [1.9698, -0.6228, -3.1429], [0.0719, 0.1081, 0.1851], [-0.1923, 0.3843, 0.3749], [-0.0920, 0.1647, -0.0271], [-1.2535, -0.6182, 1.1089], [0.3201, 0.0234, 0.2262]],
  "lowdin_charge": [-0.10, -0.22, -0.36, -0.07, 0.00, -0.33, -0.02, 0.06, 0.07, 0.07, 0.11, 0.11, 0.18, 0.07, 0.08, 0.07, 0.13, 0.13]
}



Record 6
{
  "formula": "C5H11NO",
  "method": "ωB97M-V with the def2-TZVPD basis set",
  "total_energy_ha": -327.1050,
  "lumo_energy_ev": 0.88,
  "de_lowest_kj_mol": 69.2,
  "homo_ha": -0.344,
  "smiles": "CCNC(=O)CC",
  "symbols": ["C", "C", "C", "N", "C", "C", "O", "H", "H", "H", "H", "H", "H", "H", "H", "H", "H", "H"],
  "xyz": [[0.8597, -1.4959, -0.1652], [2.2382, -1.0878, -0.7447], [0.5059, -0.6028, 0.9934], [-0.2472, 0.5020, 0.8994], [-1.0595, 0.8616, -0.2846], [-2.2909, 1.6852, 0.0499], [0.9508, -0.9706, 2.0921], [0.1708, -1.4418, -1.0095], [0.9311, -2.5177, 0.1904], [2.0834, -0.1255, -1.2372], [2.9352, -0.9545, 0.0880], [2.7108, -1.8167, -1.3920], [-0.3950, 0.9708, 1.7606], [-0.3878, 1.2295, -1.0666], [-1.3372, -0.0918, -0.7298], [-2.4622, 1.6052, 1.1277], [-3.1686, 1.5081, -0.5565], [-2.0374, 2.7427, -0.0154]],
  "forces_ev_per_angstrom": [[0.5063, 0.2021, -1.4203], [-0.2277, 0.5597, 1.0330], [0.8251, -1.7371, 2.0008], [-0.5868, 0.3319, -1.6423], [0.6832, -1.4880, -0.3180], [1.2156, 1.0951, 0.8166], [-0.2722, 0.7802, -0.6791], [-0.2771, -0.1661, 0.1835], [-0.2917, 0.0134, 0.2432], [0.4810, -0.0887, -0.2155], [-0.0509, 0.1575, -0.0717], [-0.3766, -0.1165, -0.3615], [-0.1216, 0.3784, 0.6743], [-0.2502, 0.8341, 0.1763], [-0.5208, -0.1247, 0.1347], [-0.6077, -0.5239, -0.2123], [-0.0491, -0.3001, 0.0469], [-0.0787, 0.1927, -0.3886]],
  "lowdin_charge": [-0.16, -0.08, -0.51, 0.07, -0.23, -0.07, 0.02, 0.09, 0.11, 0.07, 0.08, 0.07, 0.13, 0.11, 0.10, 0.08, 0.07, 0.07]
}